(1)
4 unconnected molecules or ions with the total composition C5H11Cl5NO2 in a non-equilibrium geometry, computed with wB97M-V/def2-TZVPD.

Energy in eV: -73558.1197
Multiplicity: 2
Total charge: -2
Kohn-Sham gap (spin up / spin down) in eV: 1.750 / 5.352
HOMO (spin up / spin down) in eV: 2.53 / -1.07

Last column: Mulliken charge in e.
CARTESIAN COORDINATES (ANGSTROEM)
Cl1 -0.960 0.217 0.701  -0.87
C1 -2.897 -2.573 -0.334  -0.61
N1 -4.120 -3.327 -0.844  0.65
O1 -3.965 -4.267 -1.671  -0.85
O2 -5.236 -3.055 -0.384  -0.82
H1 -2.621 -3.258 0.469  0.18
H2 -3.188 -1.541 -0.136  0.24
H3 -2.144 -2.671 -1.116  0.21
Cl2 3.517 0.071 -0.986  -0.26
C2 2.591 -0.695 0.424  -0.03
C3 1.930 -2.068 -0.031  -0.46
Cl3 3.180 -3.365 -0.058  -0.25
H4 1.884 0.076 0.729  -0.05
H5 3.243 -0.879 1.278  0.31
H6 1.343 -1.992 -0.947  0.35
H7 1.185 -2.409 0.688  0.28
Cl4 0.793 4.477 2.374  -0.26
C4 0.684 3.480 0.895  -0.05
C5 0.923 4.374 -0.331  -0.51
Cl5 0.321 3.624 -1.811  -0.18
H8 -0.350 3.136 0.938  0.24
H9 1.354 2.620 0.889  0.09
H10 1.976 4.625 -0.466  0.29
H11 0.558 5.399 -0.274  0.34

Cartesian forces (eV/Å) of the 2 atoms listed first:
0.50 0.25 0.11
-1.94 -1.95 -1.37

***

(2)
2 unconnected molecules or ions with the total composition C5H11ClN in a non-equilibrium geometry, computed with wB97M-V/def2-TZVPD.

Energy in eV: -19364.0658
Relative energy (zero: lowest compared OMol25 entry of this formula, charge and spin) in kcal per mole: 121.3
Multiplicity: 1
Total charge: +1
Kohn-Sham gap (spin up / spin down) in eV: 8.832 / 8.834
HOMO (spin up / spin down) in eV: -13.24 / -13.24

Last column: Mulliken charge in e.
CARTESIAN COORDINATES (ANGSTROEM)
C1 -0.060 -0.717 1.179  -0.25
C2 -0.216 -1.018 -0.213  -0.37
C3 2.181 -0.052 -0.075  -0.78
C4 0.123 1.348 -0.017  -1.28
C5 -2.454 -0.320 -0.944  -0.28
N1 0.692 -0.007 0.203  0.43
Cl1 -3.011 0.347 0.495  -0.06
H1 -0.957 -0.270 1.747  0.11
H2 0.505 -1.488 1.746  0.26
H3 0.156 -1.927 -0.825  0.26
H4 2.559 -0.778 0.681  0.34
H5 2.442 -0.383 -1.061  0.34
H6 2.673 0.969 0.044  0.31
H7 -0.836 1.459 0.390  0.47
H8 0.737 1.928 0.732  0.48
H9 0.274 1.764 -0.958  0.35
H10 -2.851 -1.240 -1.454  0.37
H11 -1.957 0.384 -1.669  0.28

Cartesian forces (eV/Å) of the 2 atoms listed first:
-1.01 -2.90 2.92
-2.72 -2.54 -3.19

***

(3)
C5H11ClNP in the gas phase in a non-equilibrium geometry, computed with wB97M-V/def2-TZVPD.

Energy in eV: -28662.9178
Relative energy (zero: lowest compared OMol25 entry of this formula, charge and spin) in kcal per mole: 18.0
Multiplicity: 1
Kohn-Sham gap in eV: 8.775
HOMO in eV: -8.10

Last column: Mulliken charge in e.
CARTESIAN COORDINATES (ANGSTROEM)
C1 1.324 -0.658 0.651  -0.60
C2 0.845 0.796 0.791  -0.99
C3 0.085 -1.539 0.748  -0.63
C4 -0.347 0.993 -0.092  0.86
C5 -0.149 1.344 -1.529  -1.23
N1 -0.840 -1.047 -0.236  -0.25
P1 -2.455 -1.351 -0.114  -0.12
Cl1 -1.712 1.750 0.636  -0.13
H1 1.779 -0.799 -0.331  0.28
H2 2.054 -0.907 1.420  0.37
H3 0.581 0.991 1.834  0.38
H4 1.650 1.475 0.495  0.29
H5 0.343 -2.577 0.513  0.38
H6 -0.314 -1.509 1.773  0.37
H7 0.142 2.392 -1.634  0.38
H8 -1.069 1.191 -2.090  0.31
H9 0.627 0.714 -1.956  0.30
H10 -2.864 -0.404 -1.055  0.03
H11 -2.888 -0.577 0.986  0.01

Cartesian forces (eV/Å) of the 2 atoms listed first:
-0.21 -0.02 0.06
0.14 -0.20 0.11

***

(4)
A molecular structure, C5H11F3HgNO16S4 in a non-equilibrium geometry, computed with wB97M-V/def2-TZVPD.

Energy in eV: -95264.2280
Relative energy (zero: lowest compared OMol25 entry of this formula, charge and spin) in kcal per mole: 49.7
Multiplicity: 1
Total charge: -5
Kohn-Sham gap in eV: 1.585
HOMO in eV: 7.65

Last column: Mulliken charge in e.
CARTESIAN COORDINATES (ANGSTROEM)
Hg1 -19.786 15.793 3.462  2.79
S1 -17.811 17.260 5.119  1.15
O1 -19.096 16.771 5.624  -0.74
O2 -17.839 16.922 3.673  -0.71
O3 -17.782 18.735 5.305  -0.86
O4 -16.734 16.605 5.813  -0.69
S2 -17.172 13.347 3.141  0.84
O5 -18.555 13.858 3.253  -0.72
O6 -17.215 11.871 3.424  -0.86
O7 -16.619 13.645 1.819  -0.74
O8 -16.395 13.964 4.223  -0.73
S3 -22.206 14.236 4.409  0.96
O9 -21.777 14.619 3.067  -0.59
O10 -21.893 12.831 4.698  -0.74
O11 -21.302 15.073 5.232  -0.75
O12 -23.633 14.529 4.681  -0.78
C1 -20.177 16.022 -1.365  0.41
F1 -19.928 17.293 -1.057  -0.23
F2 -21.515 15.908 -1.255  -0.25
F3 -19.783 15.781 -2.657  -0.29
S4 -19.119 14.969 -0.135  1.06
O13 -19.402 13.634 -0.620  -0.74
O14 -17.729 15.341 -0.448  -0.68
O15 -19.628 15.327 1.198  -1.02
C2 -23.259 17.643 2.304  -1.57
C3 -21.898 17.867 1.717  1.50
C4 -21.616 19.154 0.899  -1.01
O16 -20.261 19.300 0.551  0.03
C5 -19.903 20.662 0.432  -0.94
N1 -20.824 17.821 2.761  -0.52
H1 -23.595 18.573 2.784  0.39
H2 -23.235 16.912 3.117  0.35
H3 -24.001 17.262 1.600  0.30
H4 -21.594 17.043 1.063  -0.62
H5 -22.023 19.916 1.577  0.42
H6 -22.096 19.103 -0.089  0.22
H7 -18.830 20.834 0.342  0.26
H8 -20.173 21.212 1.338  0.32
H9 -20.376 21.014 -0.493  0.31
H10 -21.160 18.566 3.376  0.15
H11 -20.042 18.289 2.311  0.32

Cartesian forces (eV/Å) of the 2 atoms listed first:
0.74 -1.52 1.76
-0.69 0.17 0.59

***

(5)
C5H11FN2 in the gas phase in a non-equilibrium geometry, computed with wB97M-V/def2-TZVPD.

Structure (SMILES): C=NN(C)CCCF
Energy in eV: -11059.1298
Relative energy (zero: lowest compared OMol25 entry of this formula, charge and spin) in kcal per mole: 42.5
Multiplicity: 1
Kohn-Sham gap in eV: 9.260
HOMO in eV: -8.30

Last column: Mulliken charge in e.
CARTESIAN COORDINATES (ANGSTROEM)
C1 -1.786 -1.695 -0.501  -0.38
N1 -1.705 -0.448 -0.775  -0.77
N2 -1.022 0.388 0.037  0.72
C2 -1.055 1.786 -0.314  -0.78
C3 -0.101 -0.102 1.018  -1.27
C4 1.227 -0.668 0.515  -0.17
C5 1.955 0.195 -0.473  -0.38
F1 3.237 -0.312 -0.640  -0.32
H1 -2.421 -2.250 -1.128  0.30
H2 -1.132 -2.235 0.179  0.25
H3 -2.051 2.185 -0.289  0.30
H4 -0.616 1.942 -1.353  0.25
H5 -0.464 2.333 0.440  0.27
H6 0.119 0.733 1.668  0.48
H7 -0.568 -0.861 1.727  0.34
H8 1.066 -1.658 0.119  0.20
H9 1.876 -0.793 1.340  0.43
H10 1.422 0.219 -1.416  0.27
H11 2.020 1.241 -0.153  0.27

Cartesian forces (eV/Å) of the 2 atoms listed first:
1.21 0.55 -0.16
-0.60 0.41 0.88

***

(6)
2 unconnected molecules or ions with the total composition C5H11FO in a non-equilibrium geometry, computed with wB97M-V/def2-TZVPD.

Energy in eV: -10124.0447
Relative energy (zero: lowest compared OMol25 entry of this formula, charge and spin) in kcal per mole: 83.3
Multiplicity: 1
Kohn-Sham gap in eV: 8.884
HOMO in eV: -7.89

Last column: Mulliken charge in e.
CARTESIAN COORDINATES (ANGSTROEM)
C1 -1.866 -0.802 0.635  -1.20
C2 -1.020 0.460 -1.399  -1.05
C3 2.317 0.880 0.343  -0.78
C4 -1.006 0.359 0.084  -0.07
C5 0.932 -0.889 0.432  0.05
O1 1.952 -0.328 -0.238  -0.30
F1 0.811 -2.165 -0.030  -0.27
H1 -1.573 -1.811 0.149  0.23
H2 -1.917 -0.947 1.650  0.40
H3 -2.970 -0.627 0.221  0.30
H4 -0.355 1.193 -1.662  0.35
H5 -1.918 0.920 -1.854  0.40
H6 -0.934 -0.612 -1.874  0.23
H7 1.528 1.643 0.510  0.25
H8 3.122 1.482 -0.301  0.24
H9 2.648 0.787 1.298  0.42
H10 -0.939 1.247 0.591  0.48
H11 1.186 -0.791 1.445  0.34

Cartesian forces (eV/Å) of the 2 atoms listed first:
-1.86 0.17 -4.67
-1.90 -2.65 -0.34

***

(7)
A molecular structure, C5H11FS in a non-equilibrium geometry, computed with wB97M-V/def2-TZVPD.

Energy in eV: -18914.9999
Relative energy (zero: lowest compared OMol25 entry of this formula, charge and spin) in kcal per mole: 19.4
Multiplicity: 1
Kohn-Sham gap in eV: 10.036
HOMO in eV: -9.24

Last column: Mulliken charge in e.
CARTESIAN COORDINATES (ANGSTROEM)
C1 1.734 0.968 0.282  -1.13
C2 0.607 0.773 -0.770  -0.72
C3 -0.521 -0.095 -0.281  1.08
C4 -0.928 0.015 1.209  -1.57
C5 -0.261 -1.594 -0.565  -1.07
H1 2.484 1.682 0.083  0.42
H2 1.497 1.183 1.377  0.26
H3 2.304 0.031 0.354  0.29
H4 0.087 1.616 -1.112  0.46
H5 0.894 0.269 -1.696  0.33
H6 -1.735 -0.692 1.496  0.40
H7 -1.292 0.993 1.508  0.42
H8 -0.137 -0.329 1.997  0.33
H9 -2.361 1.274 -0.964  0.14
H10 -1.008 -2.273 -0.027  0.36
H11 -0.318 -1.891 -1.604  0.50
F1 0.917 -1.877 0.018  -0.28
S1 -1.964 -0.054 -1.306  -0.21

Cartesian forces (eV/Å) of the 2 atoms listed first:
-0.10 -1.28 1.21
0.37 -0.80 0.93

***

(8)
2 unconnected molecules or ions with the total composition C5H11FS2 in a non-equilibrium geometry, computed with wB97M-V/def2-TZVPD.

Energy in eV: -29748.1294
Relative energy (zero: lowest compared OMol25 entry of this formula, charge and spin) in kcal per mole: 73.5
Multiplicity: 1
Kohn-Sham gap in eV: 8.427
HOMO in eV: -7.91

Last column: Mulliken charge in e.
CARTESIAN COORDINATES (ANGSTROEM)
C1 2.309 0.946 -0.242  -1.28
C2 -2.143 -1.954 0.155  -1.23
C3 1.031 0.196 0.160  -0.22
C4 -0.213 0.756 -0.478  -0.20
C5 -2.156 -0.477 -0.175  0.67
F1 -2.435 -0.204 -1.475  -0.25
S1 -0.547 2.393 -0.565  -0.17
S2 -3.269 0.416 0.945  -0.27
H1 2.477 0.698 -1.346  0.30
H2 3.241 0.555 0.197  0.34
H3 2.225 2.001 -0.175  0.40
H4 -1.154 -2.391 0.189  0.22
H5 -2.669 -2.013 1.072  0.39
H6 -2.768 -2.539 -0.576  0.30
H7 1.006 0.434 1.220  0.27
H8 1.165 -0.887 -0.099  0.22
H9 -0.102 0.428 -1.563  0.24
H10 -0.685 2.777 0.745  0.15
H11 -2.769 1.653 0.357  0.12

Cartesian forces (eV/Å) of the 2 atoms listed first:
0.62 -1.93 -2.97
-0.40 0.10 -1.57

***

(9)
A molecular structure, C5H11GaO4 in a non-equilibrium geometry, computed with wB97M-V/def2-TZVPD.

Energy in eV: -65927.8855
Relative energy (zero: lowest compared OMol25 entry of this formula, charge and spin) in kcal per mole: 0.0
Multiplicity: 1
Kohn-Sham gap in eV: 8.503
HOMO in eV: -7.88

Last column: Mulliken charge in e.
CARTESIAN COORDINATES (ANGSTROEM)
O1 1.001 -1.211 -1.818  -0.53
C1 1.965 -0.515 -1.289  0.17
C2 1.778 0.486 -0.389  -0.64
O2 0.470 0.743 0.013  -0.18
C3 0.193 0.542 1.394  -0.46
C4 -1.194 -0.033 1.531  -0.60
O3 -1.255 -1.218 0.760  -0.25
C5 -2.423 -1.979 0.996  -0.76
Ga1 -0.861 -0.513 -1.373  0.09
H1 3.000 -0.706 -1.619  0.33
H2 1.584 2.415 -2.241  0.37
H3 0.259 1.496 1.940  0.34
H4 0.928 -0.158 1.817  0.37
H5 -1.956 0.683 1.173  0.37
H6 -1.396 -0.251 2.591  0.42
H7 -2.492 -2.734 0.205  0.27
H8 -2.361 -2.475 1.977  0.30
H9 -3.322 -1.341 0.964  0.35
H10 2.578 1.066 0.074  0.40
O4 1.622 3.094 -2.960  -0.67
H11 1.885 2.606 -3.746  0.31

Cartesian forces (eV/Å) of the 2 atoms listed first:
-0.74 -0.02 0.18
0.44 0.89 0.50

***

(10)
2 unconnected molecules or ions with the total composition C5H11IN in a non-equilibrium geometry, computed with wB97M-V/def2-TZVPD.

Energy in eV: -14944.4805
Relative energy (zero: lowest compared OMol25 entry of this formula, charge and spin) in kcal per mole: 64.6
Multiplicity: 1
Total charge: +1
Kohn-Sham gap in eV: 6.663
HOMO in eV: -12.44

Last column: Mulliken charge in e.
CARTESIAN COORDINATES (ANGSTROEM)
C1 0.166 0.774 0.114  -1.43
C2 -0.323 -0.421 -2.364  -0.26
C3 0.046 0.063 1.283  1.23
C4 -1.306 -0.445 1.653  -1.14
C5 1.322 0.033 2.039  -1.35
N1 1.016 -0.849 -2.534  -0.30
I1 -1.784 -1.784 -2.179  0.37
H1 1.150 1.106 -0.185  0.36
H2 -0.663 1.330 -0.262  0.50
H3 -0.501 0.539 -2.731  0.48
H4 -1.422 -1.494 1.915  0.33
H5 -1.873 -0.296 0.778  0.29
H6 -1.828 0.042 2.545  0.29
H7 2.165 -0.122 1.413  0.40
H8 1.188 -0.537 2.990  0.32
H9 1.528 1.098 2.332  0.35
H10 1.574 -0.067 -2.906  0.29
H11 1.291 -1.816 -2.788  0.28

Cartesian forces (eV/Å) of the 2 atoms listed first:
-0.11 -0.66 1.07
4.92 -3.77 -0.57

***

(11)
A molecular structure, C5H11IN3O in a non-equilibrium geometry, computed with wB97M-V/def2-TZVPD.

Energy in eV: -19970.9318
Relative energy (zero: lowest compared OMol25 entry of this formula, charge and spin) in kcal per mole: 88.9
Multiplicity: 1
Total charge: +1
Kohn-Sham gap (spin up / spin down) in eV: 7.494 / 6.593
HOMO (spin up / spin down) in eV: -13.28 / -13.39

Last column: Mulliken charge in e.
CARTESIAN COORDINATES (ANGSTROEM)
C1 -1.063 -2.141 -0.500  0.67
C2 -0.142 1.174 0.935  -0.67
C3 0.784 1.855 -0.138  -0.96
C4 -1.069 0.138 0.300  -0.66
C5 2.261 1.768 0.387  -0.49
N1 -0.471 -1.167 0.089  -0.33
N2 -2.275 -2.214 -1.001  -0.34
N3 2.909 0.488 0.611  -0.32
O1 -0.466 -3.330 -0.683  -0.47
I1 2.173 -0.902 -0.447  0.64
H1 0.519 0.677 1.698  0.45
H2 -0.688 1.971 1.508  0.38
H3 0.483 1.343 -1.098  0.41
H4 0.559 2.867 -0.240  0.40
H5 -1.832 0.032 1.130  0.46
H6 -1.680 0.654 -0.536  0.37
H7 2.894 2.361 -0.161  0.41
H8 2.074 2.325 1.404  0.34
H9 -2.998 -1.549 -0.920  0.22
H10 -2.463 -3.086 -1.583  0.26
H11 0.490 -3.266 -0.755  0.23

Cartesian forces (eV/Å) of the 2 atoms listed first:
0.55 -0.48 -0.25
1.27 0.56 0.30

***

(12)
A gas-phase ion, C5H11IN3O (charge +1) in a non-equilibrium geometry, computed with wB97M-V/def2-TZVPD.

Energy in eV: -19971.2781
Relative energy (zero: lowest compared OMol25 entry of this formula, charge and spin) in kcal per mole: 80.9
Multiplicity: 1
Total charge: +1
Kohn-Sham gap (spin up / spin down) in eV: 8.221 / 8.222
HOMO (spin up / spin down) in eV: -12.57 / -12.57

Last column: Mulliken charge in e.
CARTESIAN COORDINATES (ANGSTROEM)
C1 -0.020 2.117 0.193  0.81
C2 -0.944 -1.427 -0.382  -0.88
C3 0.194 -2.083 0.468  -0.44
C4 -1.178 0.036 0.156  -0.86
C5 1.494 -2.106 -0.352  -0.86
N1 -0.106 0.899 -0.384  0.67
N2 -0.736 2.669 1.135  -0.37
N3 0.914 0.715 -1.193  -1.14
O1 0.742 2.941 -0.502  -0.49
I1 2.659 -0.167 -0.233  0.31
H1 -0.619 -1.323 -1.399  0.43
H2 -1.908 -1.866 -0.405  0.46
H3 0.226 -1.413 1.340  0.30
H4 0.019 -3.145 0.690  0.37
H5 -2.118 0.329 -0.229  0.31
H6 -0.956 0.159 1.252  0.59
H7 2.219 -2.873 0.024  0.47
H8 1.402 -2.154 -1.441  0.37
H9 -1.594 2.299 1.566  0.25
H10 -0.681 3.702 1.115  0.30
H11 0.992 2.693 -1.420  0.40

Cartesian forces (eV/Å) of the 2 atoms listed first:
0.10 1.11 -3.94
0.87 1.68 1.50

***

Copy entry 8 word for word.
2 unconnected molecules or ions with the total composition C5H11FS2 in a non-equilibrium geometry, computed with wB97M-V/def2-TZVPD.

Energy in eV: -29748.1294
Relative energy (zero: lowest compared OMol25 entry of this formula, charge and spin) in kcal per mole: 73.5
Multiplicity: 1
Kohn-Sham gap in eV: 8.427
HOMO in eV: -7.91

Last column: Mulliken charge in e.
CARTESIAN COORDINATES (ANGSTROEM)
C1 2.309 0.946 -0.242  -1.28
C2 -2.143 -1.954 0.155  -1.23
C3 1.031 0.196 0.160  -0.22
C4 -0.213 0.756 -0.478  -0.20
C5 -2.156 -0.477 -0.175  0.67
F1 -2.435 -0.204 -1.475  -0.25
S1 -0.547 2.393 -0.565  -0.17
S2 -3.269 0.416 0.945  -0.27
H1 2.477 0.698 -1.346  0.30
H2 3.241 0.555 0.197  0.34
H3 2.225 2.001 -0.175  0.40
H4 -1.154 -2.391 0.189  0.22
H5 -2.669 -2.013 1.072  0.39
H6 -2.768 -2.539 -0.576  0.30
H7 1.006 0.434 1.220  0.27
H8 1.165 -0.887 -0.099  0.22
H9 -0.102 0.428 -1.563  0.24
H10 -0.685 2.777 0.745  0.15
H11 -2.769 1.653 0.357  0.12

Cartesian forces (eV/Å) of the 2 atoms listed first:
0.62 -1.93 -2.97
-0.40 0.10 -1.57